# 1
The following is a DFT calculation (wB97M-V/def2-TZVPD) of a structure of composition C21H17F5N4O7SeW at a distorted geometry.

Properties
ΔE to the lowest compared entry with this formula, charge and spin = 1.3392 eV
gap between HOMO and LUMO (spin up / spin down) = 6.6 / 6.1 eV
HOMO level (spin up / spin down) = -7.62 / -7.92 eV

```
! RIJCOSX wB97M-V def2-TZVPD def2/J DEFGRID3
* xyz 0 3
W -0.073 0.073 0.284
Se -2.585 -0.236 -0.097
F -6.228 0.348 -3.724
F -5.268 -0.390 -1.317
F -1.945 1.821 -4.970
F -0.992 1.134 -2.624
F -4.578 1.463 -5.567
O 0.001 -1.214 -1.200
O 1.165 0.685 1.745
O -1.342 0.418 2.456
O 2.846 2.086 2.199
O 1.072 -2.092 -2.958
O -0.627 -1.960 1.452
O 2.132 -2.383 0.967
N 1.673 0.409 -0.633
N -1.206 6.596 -0.278
N -0.358 2.034 0.116
N -0.076 4.419 -0.099
C -0.873 -0.560 3.374
C 2.012 -0.250 -1.760
C 3.830 1.417 -0.573
C 3.511 -2.497 1.295
C 1.369 -3.409 1.548
C -1.369 1.732 3.013
C -3.099 0.331 -1.850
C -4.102 1.097 -4.382
C 2.604 1.166 0.000
C -0.261 3.207 0.004
C -4.940 0.530 -3.437
C 2.223 1.408 1.424
C -0.076 -3.249 1.108
C 4.131 0.841 -1.804
C -4.437 0.158 -2.207
C -1.201 -1.899 2.761
C -0.712 5.553 -0.206
C 0.988 -1.277 -2.079
C -2.289 0.900 -2.832
C 3.230 -0.047 -2.375
C -2.768 1.277 -4.074
H -0.356 2.074 3.236
H -0.691 -4.023 1.566
H 3.804 -3.548 1.348
H 1.447 -3.368 2.644
H 4.547 2.013 -0.024
H -1.829 2.377 2.272
H 4.083 -2.017 0.505
H 5.083 1.038 -2.277
H -2.284 -1.999 2.652
H 1.748 -4.380 1.211
H -0.816 -2.704 3.389
H -0.146 -3.321 0.024
H -1.392 -0.455 4.331
H -1.975 1.728 3.920
H 3.727 -2.010 2.250
H 3.466 -0.609 -3.268
H 0.202 -0.437 3.524
*
```

---

# 2
The following is a DFT calculation (wB97M-V/def2-TZVPD) of a structure of composition C21H17InN7O3S.

Properties
gap between HOMO and LUMO = 8.7 eV
HOMO level = -12.36 eV

```
! RIJCOSX wB97M-V def2-TZVPD def2/J DEFGRID3
* xyz 1 1
In -0.413 0.392 0.717
S 0.741 5.535 -1.651
O -0.098 2.345 1.319
O 1.963 4.996 -2.166
O 0.133 6.645 -2.302
N 0.952 1.521 -0.561
N 3.224 2.218 -0.539
N 3.836 4.222 0.345
N 1.599 3.653 0.397
N -0.430 4.347 -1.609
N 2.643 0.151 -1.293
N -2.099 1.419 -0.464
C 1.258 4.925 0.947
C -0.900 -1.685 0.742
C -0.558 3.345 -0.845
C -4.171 2.727 -1.729
C -1.897 2.647 -0.976
C 2.258 1.340 -0.780
C -2.926 3.321 -1.621
C -3.301 0.845 -0.579
C 0.868 5.939 0.074
C 0.494 2.724 0.135
C 0.468 7.176 0.545
C 1.259 5.150 2.310
C 0.488 7.405 1.916
C -2.113 -2.118 1.277
C -4.368 1.465 -1.195
C 0.879 6.399 2.789
C -0.055 -2.572 0.078
C -1.653 -4.333 0.457
C -2.485 -3.449 1.129
C 2.868 3.351 0.047
C -0.440 -3.900 -0.061
H -1.945 -5.368 0.341
H -3.423 -3.792 1.547
H -4.979 3.247 -2.227
H -3.395 -0.153 -0.171
H -5.325 0.966 -1.254
H 4.736 4.021 -0.060
H 0.902 -2.251 -0.311
H 1.549 4.352 2.981
H 0.183 8.369 2.301
H 0.879 6.583 3.855
H 3.597 0.098 -1.611
H -2.757 -1.444 1.828
H 0.213 -4.597 -0.571
H 0.149 7.933 -0.160
H 3.611 5.184 0.538
H 1.962 -0.383 -1.805
H -2.727 4.301 -2.029
*
```

---

# 3
The following is a DFT calculation (wB97M-V/def2-TZVPD) of a structure of composition C21H17N4O2RhS6.

Properties
ΔE to the lowest compared entry with this formula, charge and spin = 0.5601 eV
gap between HOMO and LUMO = 6.3 eV
HOMO level = -7.74 eV

```
! RIJCOSX wB97M-V def2-TZVPD def2/J DEFGRID3
* xyz 0 1
Rh -0.721 0.293 -0.039
S -2.698 0.325 1.035
S -1.860 1.132 -1.803
S -4.552 -1.652 -0.407
S -1.976 4.122 -2.005
S -0.736 2.565 0.274
S -5.052 -4.545 -0.992
O 1.637 -6.326 -1.294
O 5.596 -2.567 1.227
N -3.484 -3.461 0.954
N 1.438 -0.073 0.320
N -2.880 -2.317 1.399
N -0.387 -1.771 -0.626
C 3.100 -1.753 0.589
C 1.016 -3.675 -0.335
C -1.545 2.745 -1.260
C 5.445 -1.166 1.301
C -4.358 -3.351 -0.090
C -3.409 -6.888 2.365
C -3.321 -1.283 0.772
C -1.066 -3.900 -1.465
C 0.070 -4.494 -0.944
C 1.809 -1.359 0.272
C -2.075 -6.994 2.726
C 4.029 -0.794 0.959
C 0.777 -2.317 -0.219
C -3.018 -4.677 1.543
C 3.631 0.537 0.997
C -3.891 -5.727 1.779
C -1.254 -2.542 -1.277
C 2.328 0.855 0.675
C -1.216 -5.923 2.511
C -1.683 -4.762 1.918
C 0.290 -5.984 -1.022
H 3.403 -2.787 0.545
H -0.401 -6.424 -1.746
H -1.036 -3.909 1.770
H 6.485 -2.803 1.508
H 1.965 1.875 0.692
H -4.931 -5.639 1.505
H -1.824 -4.476 -1.982
H 1.844 -6.073 -2.200
H -0.180 -5.987 2.819
H 5.671 -0.792 2.306
H -2.135 -2.047 -1.660
H -4.088 -7.710 2.547
H 6.116 -0.657 0.599
H 1.935 -4.111 0.026
H -1.708 -7.901 3.187
H 0.061 -6.424 -0.049
H 4.323 1.322 1.272
*
```

---

# 4
The following is a DFT calculation (wB97M-V/def2-TZVPD) of a structure of composition C21H17N9O3V.

Properties
ΔE to the lowest compared entry with this formula, charge and spin = 0.0000 eV
gap between HOMO and LUMO (spin up / spin down) = 6.7 / 7.2 eV
HOMO level (spin up / spin down) = -7.26 / -7.96 eV

```
! RIJCOSX wB97M-V def2-TZVPD def2/J DEFGRID3
* xyz 0 4
V 0.359 0.151 -0.678
O 0.133 -0.079 3.887
O 0.718 0.046 1.372
O -0.067 -2.069 -0.727
N -1.780 -0.603 -0.586
N -3.483 -1.980 -0.070
N -4.252 3.351 -0.157
N -1.436 6.152 -2.271
N 2.359 0.036 -0.519
N -0.134 2.169 -0.710
N 2.931 -0.017 0.714
N 0.986 0.054 -2.764
N -3.920 0.309 -0.210
C -1.645 5.178 -1.689
C 1.980 0.005 1.642
C -3.191 3.638 -0.521
C 3.768 -0.058 3.375
C 2.406 -0.047 3.053
C -3.083 -0.711 -0.276
C -0.933 3.002 -0.812
C -2.343 -2.866 -0.218
C 2.327 -0.106 -2.849
C 1.901 -0.143 5.420
C -1.901 3.984 -0.973
C 4.195 -0.109 4.684
C 3.249 -0.153 5.708
C 1.463 -0.087 4.097
C 2.206 -0.201 -5.236
C 3.056 -0.139 -1.585
C -4.824 -2.392 0.284
C 2.961 -0.240 -4.079
C -1.263 -1.857 -0.545
C 0.271 0.101 -3.886
C 0.833 -0.025 -5.144
H 4.126 -0.315 -1.548
H 0.208 0.021 -6.024
H -5.553 -2.008 -0.432
H 4.034 -0.366 -4.113
H -2.472 -3.585 -1.030
H 2.682 -0.301 -6.202
H 5.251 -0.114 4.914
H -4.865 0.189 0.110
H -3.610 1.271 -0.307
H -2.101 -3.402 0.701
H -4.870 -3.477 0.260
H -0.794 0.253 -3.764
H 4.478 -0.025 2.560
H -5.095 -2.061 1.289
H 3.572 -0.193 6.741
H 0.009 -0.008 2.913
H 1.155 -0.172 6.203
*
```

---

# 5
The following is a DFT calculation (wB97M-V/def2-TZVPD) of a structure of composition C21H17NO5STl.

Properties
gap between HOMO and LUMO = 7.4 eV
HOMO level = -5.20 eV

```
! RIJCOSX wB97M-V def2-TZVPD def2/J DEFGRID3
* xyz -1 1
Tl 1.706 -2.197 1.070
S 1.275 -0.388 -1.691
O -0.655 -3.179 0.945
O 2.540 -0.463 2.693
O 0.446 -0.123 -0.478
O -2.302 -4.102 2.182
O 2.538 0.217 4.847
N 0.300 -1.898 3.109
C 1.216 4.053 -0.241
C 2.072 -0.373 3.864
C -1.324 -3.369 2.001
C -1.093 -1.782 5.459
C -0.838 -2.579 3.228
C -2.952 0.140 -4.049
C -1.154 -0.975 -2.882
C 0.802 3.082 -1.143
C -1.568 -2.549 4.405
C -3.313 -0.739 -1.839
C 3.082 2.410 -1.464
C 2.564 4.199 0.055
C -2.003 -1.192 -1.795
C 1.266 1.150 -2.665
C -3.791 -0.071 -2.962
C -1.639 -0.311 -4.005
C 0.768 -1.154 4.110
C 0.269 -1.424 -2.803
C 1.730 2.258 -1.765
C 3.498 3.373 -0.557
C 0.090 -1.072 5.316
H 4.548 3.463 -0.310
H 3.810 1.749 -1.924
H -2.483 -3.122 4.455
H 0.350 -2.414 -2.349
H 2.886 4.937 0.779
H 0.482 4.678 0.251
H -4.816 0.277 -2.993
H -0.982 -0.145 -4.854
H -0.254 2.942 -1.344
H -3.319 0.651 -4.931
H 0.250 1.311 -3.027
H -1.648 -1.733 6.389
H 0.509 -0.454 6.096
H 1.947 0.978 -3.503
H -1.631 -1.719 -0.921
H 0.785 -1.426 -3.767
H -3.965 -0.912 -0.991
*
```

---

# 6
The following is a DFT calculation (wB97M-V/def2-TZVPD) of a structure of composition C21H18BCl2N9ORu at a distorted geometry.

Properties
ΔE to the lowest compared entry with this formula, charge and spin = 1.0102 eV
gap between HOMO and LUMO (spin up / spin down) = 7.1 / 5.3 eV
HOMO level (spin up / spin down) = -10.04 / -10.04 eV

```
! RIJCOSX wB97M-V def2-TZVPD def2/J DEFGRID3
* xyz 1 2
Ru -0.340 0.257 -0.173
Cl -0.573 -1.065 -5.097
Cl 4.433 -2.784 -4.200
O -0.461 -0.349 -2.207
N -0.658 -1.673 1.985
N -0.538 -1.615 0.636
N 0.371 0.956 1.579
N -0.769 2.132 -0.904
N -0.175 0.624 2.758
N -2.218 0.402 0.589
N -0.974 3.232 -0.166
N -2.412 0.097 1.897
N 1.571 -0.482 -0.603
C -3.715 0.222 2.194
C 0.349 1.363 3.741
C -1.397 2.343 -2.063
C 3.748 -1.272 -0.041
C 1.275 2.230 3.182
C 1.757 -0.950 -1.861
C 0.131 -3.633 1.339
C 1.247 1.939 1.819
C 1.948 -1.826 -4.484
C -1.712 4.139 -0.823
C 0.758 -1.243 -4.040
C -0.272 -2.872 2.426
C 2.533 -0.664 0.289
C -0.057 -2.800 0.244
C 0.615 -0.826 -2.706
C -2.005 3.605 -2.059
C 2.946 -1.559 -2.280
C -3.403 0.725 0.080
C 3.012 -2.000 -3.632
C 3.969 -1.700 -1.327
C -4.389 0.633 1.065
B -1.250 -0.462 2.734
H 4.505 -1.391 0.721
H 0.095 -3.002 -0.806
H -2.574 4.062 -2.849
H -0.586 3.290 0.763
H 1.817 2.368 1.008
H -3.492 0.998 -0.958
H 1.885 2.959 3.687
H -1.603 -0.760 3.843
H -4.066 0.016 3.192
H 0.035 1.225 4.762
H -1.961 5.086 -0.375
H 2.336 -0.311 1.291
H -5.442 0.826 0.960
H 4.910 -2.154 -1.609
H 0.480 -4.650 1.343
H -1.382 1.585 -2.828
H -0.327 -3.112 3.475
H 2.025 -2.158 -5.510
*
```

---

# 7
The following is a DFT calculation (wB97M-V/def2-TZVPD) of a structure of composition C21H18BiNOS6.

Properties
gap between HOMO and LUMO = 7.5 eV
HOMO level = -7.58 eV

```
! RIJCOSX wB97M-V def2-TZVPD def2/J DEFGRID3
* xyz 0 1
Bi 0.119 -1.401 -0.997
S 2.972 -0.719 -0.131
S -2.439 -0.593 -0.366
S -0.660 -3.097 1.351
S -0.015 -4.436 -1.257
S 0.534 1.206 -1.579
S -1.149 -1.397 -3.297
O -0.465 -5.625 1.045
N 0.166 -0.095 1.300
C -3.725 1.380 -1.755
C 4.135 3.056 0.583
C -2.067 0.784 0.785
C 2.017 3.208 -0.551
C 3.093 3.818 0.064
C 2.971 1.057 -0.121
C -0.223 -6.848 0.342
C -0.883 0.606 1.710
C -2.805 0.339 -1.844
C 0.259 1.218 3.711
C 4.068 1.681 0.481
C -2.192 0.009 -3.060
C -0.398 -4.473 0.383
C -4.011 2.157 -2.864
C 1.356 0.502 3.263
C 1.268 -0.167 2.052
C -0.883 1.265 2.933
C -3.375 1.877 -4.067
C 2.406 -1.033 1.582
C -2.488 0.819 -4.161
C 1.922 1.810 -0.675
H 3.124 4.898 0.131
H 3.258 -0.904 2.245
H 2.266 0.452 3.846
H -4.724 2.967 -2.789
H 4.869 1.063 0.869
H -1.756 1.817 3.254
H 2.099 -2.083 1.606
H -1.998 0.598 -5.100
H 0.295 1.737 4.660
H -4.221 1.580 -0.813
H -0.320 -7.628 1.092
H -3.576 2.485 -4.940
H -0.956 -6.984 -0.450
H 4.988 3.528 1.053
H 1.216 3.806 -0.966
H 0.775 -6.852 -0.091
H -1.886 1.654 0.153
H -2.961 0.956 1.381
*
```

---

# 8
The following is a DFT calculation (wB97M-V/def2-TZVPD) of an isolated molecule of C21H18FN5O5S at a distorted geometry.

Properties
ΔE to the lowest compared entry with this formula, charge and spin = 0.0000 eV
gap between HOMO and LUMO = 8.5 eV
HOMO level = -8.40 eV
SMILES = CNS(=O)(=O)Nc1nccc(Cc2c(C)c3ccc(Oc4ncccn4)cc3oc2=O)c1F

```
! RIJCOSX wB97M-V def2-TZVPD def2/J DEFGRID3
* xyz 0 1
S -2.953 -2.448 -0.083
F -2.165 0.160 1.029
O -0.238 3.220 2.005
O -2.370 -1.637 -1.102
O 4.618 -0.685 -1.155
O -3.513 -3.713 -0.417
O 1.274 2.017 0.947
N 6.740 -1.160 -0.731
N -5.564 0.165 -0.108
N 5.506 0.078 0.857
N -1.843 -2.677 1.099
N -4.238 -1.588 0.647
C -2.328 -3.380 2.265
C 1.641 1.216 -0.078
C -2.260 2.910 0.119
C -3.306 0.627 0.464
C 6.574 0.128 1.636
C 1.225 0.032 -2.120
C -4.660 2.347 -0.418
C 7.797 -1.102 0.052
C -1.474 1.225 -2.258
C -3.407 1.945 0.052
C 0.024 2.545 1.035
C 5.630 -0.564 -0.297
C 0.765 0.911 -1.129
C -0.906 2.277 -0.058
C -4.385 -0.250 0.325
C 2.940 0.711 -0.030
C -0.551 1.505 -1.119
C 2.497 -0.477 -2.077
C -5.698 1.439 -0.445
C 7.779 -0.455 1.283
C 3.373 -0.130 -1.037
H -1.320 -1.840 1.298
H -2.322 1.902 -2.263
H -2.962 -2.752 2.897
H -6.687 1.723 -0.775
H -2.907 -4.225 1.899
H -2.255 3.388 1.106
H 3.576 0.984 0.794
H 6.439 0.658 2.570
H -5.105 -2.095 0.535
H -4.810 3.364 -0.747
H 8.685 -1.592 -0.325
H 0.565 -0.262 -2.918
H -0.948 1.317 -3.205
H -2.414 3.697 -0.624
H 2.854 -1.151 -2.839
H -1.479 -3.743 2.842
H -1.844 0.202 -2.165
H 8.645 -0.410 1.920
*
```

---

# 9
The following is a DFT calculation (wB97M-V/def2-TZVPD) of a structure of composition C21H18HgIN3P.

Properties
gap between HOMO and LUMO (spin up / spin down) = 8.0 / 6.9 eV
HOMO level (spin up / spin down) = -7.45 / -8.12 eV

```
! RIJCOSX wB97M-V def2-TZVPD def2/J DEFGRID3
* xyz 0 2
Hg -0.841 0.357 0.059
I 5.165 1.215 -3.515
P 0.637 -1.020 2.859
N 2.909 -0.787 -0.607
N 0.179 0.296 2.121
N 1.877 -0.180 -1.203
C 1.071 -3.808 -0.089
C 4.102 0.602 4.197
C 3.972 0.571 5.582
C 3.818 0.358 -2.210
C 2.575 -2.967 2.097
C 0.573 -2.833 0.764
C -0.575 -1.902 3.891
C -1.853 -1.362 3.989
C -2.502 -3.163 5.447
C 4.099 -0.495 -1.174
C 3.073 -3.944 1.238
C -1.224 -3.706 5.352
C 2.329 -4.353 0.141
C 1.327 -2.391 1.856
C -2.819 -1.997 4.766
C 1.982 -0.537 3.980
C 1.855 -0.558 5.365
C 3.105 0.061 3.398
C 2.417 0.523 -2.188
C 2.856 -0.010 6.163
C -0.262 -3.082 4.570
H -3.252 -3.656 6.055
H -0.980 -4.617 5.887
H 5.033 -0.905 -0.820
H 0.981 -1.002 5.823
H 2.732 -1.377 0.190
H 3.155 -2.658 2.958
H 0.478 -4.139 -0.934
H -3.816 -1.579 4.841
H 2.751 -0.020 7.242
H -2.068 -0.443 3.454
H 0.735 -3.505 4.486
H 3.177 0.118 2.318
H 1.795 1.119 -2.843
H 2.726 -5.102 -0.534
H 4.042 -4.388 1.432
H -0.408 -2.407 0.591
H 4.736 1.019 6.207
H 4.965 1.073 3.742
*
```

---

Number 1: molecular weight 795.2 g mol⁻¹. Number 2: molecular weight 562.3 g mol⁻¹. Number 3: molecular weight 652.7 g mol⁻¹. Number 4: molecular weight 494.4 g mol⁻¹. Number 5: molecular weight 599.8 g mol⁻¹. Number 6: molecular weight 595.2 g mol⁻¹. Number 7: molecular weight 701.8 g mol⁻¹. Number 8: molecular weight 471.5 g mol⁻¹. Number 9: molecular weight 670.9 g mol⁻¹.